No. 1
19
Properties=species:S:1:pos:R:3:forces:R:3 method="wB97M-V/def2-TZVPD" e_homo_ha=-0.32021 lumo_ha=0.0389 energy_ha=-273.7574 charge=0
C 1.61603 -0.43575 0.11973 -0.8 0.1 -0.2
C 0.70599 0.27636 1.05976 -0.1 0.1 0.1
C -0.08957 1.38481 0.33112 -0.1 0.2 0.0
C -1.23269 0.39251 0.22406 -0.3 0.0 -0.2
C -2.24177 0.25073 -0.62285 0.1 0.0 0.2
C 0.74093 -1.01077 -1.57190 0.5 1.2 2.9
C -0.60740 -0.51293 1.26936 -0.2 -0.1 0.2
H 2.49348 0.19769 -0.14134 -0.8 -0.2 -0.4
H 1.75082 -1.17999 -1.32244 1.3 -1.7 -2.8
H 2.06995 -1.32921 0.60529 -0.7 0.1 -0.6
H 1.23483 0.58058 1.97105 -0.1 0.0 -0.1
H -0.31381 2.22573 0.99263 -0.1 0.0 -0.1
H 0.33804 1.76411 -0.60561 -0.1 -0.1 0.2
H -2.43799 0.99067 -1.39502 0.0 -0.1 0.1
H -2.88137 -0.62818 -0.59556 0.1 0.1 0.0
H 0.40782 -0.19416 -2.20622 0.6 0.2 0.4
H -0.03537 -1.76063 -1.45133 0.5 -0.1 0.5
H -0.57569 -1.58851 1.05393 0.0 0.2 0.0
H -1.01786 -0.35698 2.27043 -0.1 0.0 -0.1



No. 2
79
Properties=species:S:1:pos:R:3:forces:R:3 method="wB97M-V/def2-TZVPD" e_homo_ha=-0.59074 lumo_ha=-0.3528 energy_ha=-2679.1261 charge=+3
Y 0.06575 0.01525 -0.54528 0.0 -2.4 0.5
P 2.17002 1.62431 0.08677 1.5 1.2 0.4
P -2.24227 0.61625 0.87524 -1.8 0.4 0.6
P -1.05896 1.93563 -2.28730 -0.8 1.4 -1.1
H 0.63413 -2.99184 -7.22237 0.6 1.2 1.2
C 0.76139 -1.91330 -6.90082 0.2 0.5 0.0
C 1.31871 -1.38095 -5.77728 0.0 -1.8 -1.1
H 1.76093 -2.10796 -5.05303 -0.3 1.1 -0.6
C 3.61402 0.68692 0.70339 0.0 -0.5 0.0
C 1.87191 2.84804 1.42810 -0.5 -0.1 0.0
C 2.89508 2.66021 -1.25186 -0.3 -0.2 -0.2
C -3.69866 -0.23763 0.15300 0.4 -0.3 -0.4
C -2.47908 0.14099 2.62040 0.4 -0.1 0.3
C -2.87627 2.33516 0.94438 0.4 0.1 0.0
C -0.13139 2.02067 -3.86362 0.4 -0.3 -0.4
C -1.01905 3.70526 -1.77384 0.1 -0.1 0.4
C -2.80202 1.79312 -2.90986 0.0 -0.5 0.2
H 0.36819 -1.29599 -7.71823 0.1 0.2 0.5
H 1.44556 -0.30226 -5.56641 -0.2 -0.7 -0.5
H 4.01225 0.04490 -0.09669 0.0 0.3 0.2
H 3.34539 0.01420 1.53119 0.0 0.3 -0.2
H 4.37685 1.40397 1.04629 -0.2 -0.3 -0.2
H 1.35623 2.38697 2.28361 0.4 0.2 -0.2
H 1.20311 3.63879 1.05508 0.4 -0.1 0.1
H 2.83287 3.26588 1.76910 -0.4 -0.1 -0.2
H 3.11789 2.02930 -2.12834 0.1 0.2 0.3
H 3.81378 3.15064 -0.88763 -0.4 -0.2 -0.2
H 2.16194 3.41775 -1.57280 0.4 -0.2 0.2
H -4.51598 -0.21012 0.89052 0.2 0.1 -0.4
H -3.43793 -1.28553 -0.05973 -0.3 0.2 0.0
H -3.97569 0.26227 -0.78722 -0.1 -0.3 0.4
H -3.52682 0.33445 2.87996 0.2 0.0 0.0
H -1.82738 0.73796 3.26817 -0.2 -0.1 0.0
H -2.27828 -0.92289 2.78539 0.0 0.2 -0.1
H -3.70611 2.34841 1.66715 0.2 0.1 -0.4
H -3.20486 2.68848 -0.04322 0.0 -0.1 0.4
H -2.07020 2.99190 1.30028 -0.4 0.0 0.0
H -0.75310 2.51661 -4.63142 0.3 -0.2 0.4
H 0.13894 1.01731 -4.23307 -0.2 0.3 0.0
H 0.80725 2.58722 -3.74223 -0.4 -0.2 0.0
H -1.70262 4.28740 -2.41118 0.3 -0.2 0.1
H 0.00319 4.09632 -1.88094 -0.4 0.0 0.1
H -1.34458 3.80057 -0.72802 0.2 0.1 -0.4
H -2.87002 2.31104 -3.88563 0.0 -0.2 0.6
H -3.51628 2.25129 -2.20038 0.4 -0.2 -0.4
H -3.06703 0.72952 -3.05115 0.0 0.5 0.0
C 0.37811 -2.93895 -3.00754 0.2 -0.1 -0.5
C -0.73248 -2.22857 -3.54179 0.2 -1.2 0.7
C -1.47754 -2.86197 -4.54539 0.6 0.3 -0.1
C -0.97975 -4.00947 -5.16264 0.2 -0.5 -0.1
C 0.29560 -4.50147 -4.85429 -0.1 0.5 -0.1
C 0.97485 -3.93706 -3.78237 0.1 -0.2 0.1
S 1.10569 -2.90851 -1.32514 -0.2 1.6 -1.1
H 0.75263 -4.15863 -0.97170 -0.3 0.3 0.2
H -0.98162 -1.19849 -3.26488 -0.3 -0.3 0.5
H -2.40605 -2.42306 -4.90896 0.3 0.0 0.1
H -1.52776 -4.49670 -5.96990 -0.1 0.2 0.3
H 0.78714 -5.28184 -5.44452 -0.4 0.3 0.2
H 2.01254 -4.21672 -3.56479 -0.6 -0.3 0.2
N 0.87593 0.96603 10.31514 0.0 -0.9 -2.8
C 0.87830 0.59398 9.20309 -0.1 0.6 2.4
C 0.87266 0.11128 7.83624 -0.1 0.0 0.0
C -0.34571 -0.15394 7.19313 0.1 0.2 -0.2
C -0.34154 -0.54037 5.85089 0.0 -0.2 0.1
C 0.87050 -0.71729 5.18106 0.3 0.2 0.9
C 2.08155 -0.54449 5.84895 0.0 0.3 0.0
C 2.08714 -0.09036 7.17049 0.0 -0.4 -0.1
N 0.86770 -1.12424 3.79583 -0.6 -0.6 -0.9
C 0.84855 -2.44951 3.32376 0.1 0.9 0.3
C 0.56529 -2.38626 2.00150 0.2 0.7 -0.2
N 0.42994 -1.04426 1.61374 0.0 0.3 0.6
C 0.59055 -0.33333 2.74680 0.3 -0.5 -0.4
H -1.28665 -0.02912 7.73774 0.4 -0.1 -0.3
H -1.27556 -0.77395 5.34580 0.1 0.1 0.1
H 3.01772 -0.72464 5.32500 -0.1 0.0 0.1
H 3.02733 0.04753 7.71194 -0.4 0.0 -0.3
H 1.07503 -3.26908 3.98206 -0.1 -0.1 0.0
H 0.45962 -3.17266 1.27900 0.0 -0.1 0.1
H 0.52957 0.74966 2.80330 0.0 -0.4 0.2



No. 3
91
Properties=species:S:1:pos:R:3:forces:R:3 method="wB97M-V/def2-TZVPD" spin_multiplicity=2 e_homo_ha="-0.29264 / -0.41430" lumo_ha="-0.0870 / -0.0979" energy_ha=-2720.8203 charge=+1
Pt 0.11494 -0.43539 0.05383 -0.1 0.1 0.1
C -2.66401 -1.70051 -3.00370 0.0 0.0 0.0
N -1.74433 -1.40839 -1.91153 0.0 0.0 0.1
P -2.06710 -0.40526 -0.57531 0.0 -0.1 0.0
C -2.86250 1.07403 -1.26481 0.1 0.0 0.0
C -4.24170 1.25814 -1.31769 0.0 0.0 0.0
C -4.77024 2.39660 -1.91180 0.0 0.0 0.0
C -3.92855 3.35086 -2.46425 0.0 0.0 0.0
C -2.55127 3.16764 -2.42770 0.0 0.0 0.0
C -2.02221 2.03650 -1.82812 0.0 0.0 0.0
C -3.37577 -1.23182 0.36359 0.0 0.0 0.0
C -4.00543 -0.52884 1.39178 0.0 0.0 0.0
C -4.94259 -1.15338 2.19602 0.0 0.0 0.0
C -5.25686 -2.49157 1.98715 0.0 0.0 0.0
C -4.63190 -3.19701 0.97088 0.0 0.0 0.0
C -3.69275 -2.57115 0.16127 0.0 0.0 0.0
P -0.03709 -1.42239 -1.97106 0.0 -0.1 -0.3
C 0.44102 -0.58671 -3.50564 0.0 0.0 0.0
C 0.11546 -1.09171 -4.76603 0.0 0.0 0.0
C 0.45588 -0.38496 -5.90779 0.0 0.0 0.0
C 1.13195 0.82458 -5.80136 0.0 0.0 0.0
C 1.47156 1.32666 -4.55419 0.0 0.0 0.0
C 1.12431 0.62298 -3.40949 0.0 0.0 0.0
C 0.42694 -3.15171 -2.22004 0.0 0.0 0.0
C -0.22830 -4.13001 -1.47004 0.0 0.0 0.0
C 0.17703 -5.45304 -1.53961 0.0 0.0 0.0
C 1.25067 -5.80899 -2.34643 0.0 0.0 0.0
C 1.91775 -4.83896 -3.08035 0.0 0.0 0.0
C 1.51020 -3.51377 -3.01870 0.0 0.0 0.0
H -3.68187 -1.75801 -2.61727 0.0 0.0 0.0
H -2.41599 -2.66680 -3.44676 0.0 0.0 0.0
H -2.63053 -0.93205 -3.77981 0.0 0.0 0.0
H -4.90811 0.51684 -0.89532 0.0 0.0 0.0
H -5.84311 2.53301 -1.94904 0.0 0.0 0.0
H -4.34465 4.23487 -2.92938 0.0 0.0 0.0
H -1.89254 3.90510 -2.86783 0.0 0.0 0.0
H -0.94743 1.88832 -1.79905 0.0 0.0 0.0
H -3.76504 0.51627 1.55695 -0.1 -0.2 0.0
H -5.43191 -0.59808 2.98608 0.0 0.0 0.0
H -5.98937 -2.98067 2.61528 0.0 0.0 0.0
H -4.87637 -4.23774 0.80348 0.0 0.0 0.0
H -3.20773 -3.12834 -0.62981 0.0 0.0 0.0
H -0.38975 -2.04587 -4.85747 0.0 0.0 0.0
H 0.20020 -0.77906 -6.88248 0.0 0.0 0.0
H 1.40151 1.37113 -6.69552 0.0 0.0 0.0
H 2.01173 2.26067 -4.47284 0.0 0.0 0.0
H 1.38961 1.00211 -2.42820 0.0 0.0 0.0
H -1.05233 -3.84874 -0.82500 0.0 0.0 0.0
H -0.34183 -6.20720 -0.96242 0.0 0.0 0.0
H 1.56747 -6.84205 -2.40116 0.0 0.0 0.0
H 2.75643 -5.11303 -3.70657 0.0 0.0 0.0
H 2.03667 -2.76340 -3.59524 0.0 0.0 0.0
O 0.21058 0.97795 1.92902 0.0 0.0 0.1
N -0.91388 1.35476 2.47557 0.1 0.0 -0.1
C -1.73152 2.20108 1.81781 0.0 0.0 -0.1
C -2.92500 2.60244 2.37938 0.1 0.1 0.1
C -3.28837 2.13494 3.63266 0.0 0.1 0.0
C -2.43720 1.25257 4.28415 0.0 0.0 0.0
C -1.26069 0.86404 3.68432 0.0 0.0 0.0
H -1.36755 2.51924 0.85366 0.0 0.0 0.0
H -3.55687 3.28006 1.82274 0.0 0.0 0.0
H -4.21595 2.44686 4.09104 0.0 0.0 0.0
H -2.67970 0.85242 5.25820 0.0 0.0 0.0
H -0.54608 0.17670 4.10985 0.0 0.0 0.0
C 2.34128 3.09359 3.45364 0.0 0.0 0.0
C 3.26183 1.93646 3.81346 0.0 0.0 0.0
N 4.53112 1.97806 3.09569 0.0 0.0 0.0
C 5.45736 3.05999 3.44642 0.0 0.0 0.0
C 5.63680 4.06402 2.31853 0.0 0.0 0.0
C 5.03466 0.98421 2.32285 0.0 0.0 0.0
O 6.19856 0.96059 1.95529 0.0 0.0 0.0
C 4.12928 -0.13057 1.87106 0.0 0.0 0.0
C 4.62396 -1.42823 1.87308 0.0 0.0 0.0
C 3.83956 -2.44800 1.36606 0.0 0.0 0.0
C 2.59336 -2.13944 0.85255 -0.1 0.0 0.0
N 2.11538 -0.89102 0.83818 0.1 0.1 0.1
C 2.87629 0.09404 1.33115 0.0 -0.1 0.0
H 1.41973 3.02983 4.03539 0.0 0.0 0.0
H 2.07844 3.07213 2.39533 0.0 0.0 0.0
H 2.80909 4.05360 3.67399 0.0 0.0 0.0
H 2.76691 0.98810 3.61753 0.0 0.0 0.0
H 3.48094 1.96254 4.88569 0.0 0.0 0.0
H 6.41891 2.61722 3.70606 0.0 0.0 0.0
H 5.05915 3.54654 4.33742 0.0 0.0 0.0
H 6.04529 3.57046 1.43810 0.0 0.0 0.0
H 6.33106 4.84837 2.62109 0.0 0.0 0.0
H 4.68726 4.53067 2.05236 0.0 0.0 0.0
H 5.62004 -1.61374 2.25284 0.0 0.0 0.0
H 4.18673 -3.47124 1.35250 0.0 0.0 0.0
H 1.95085 -2.89973 0.42615 0.0 0.0 0.0
H 2.45825 1.08876 1.27967 0.0 0.0 0.0



No. 4
72
Properties=species:S:1:pos:R:3:forces:R:3 method="wB97M-V/def2-TZVPD" e_homo_ha=-0.32621 lumo_ha=-0.1197 energy_ha=-5526.7809 charge=0
Na 1.66045 10.95892 -11.26406 -0.3 -0.9 0.6
Na 4.38237 10.40052 -12.19312 1.5 -1.0 -0.4
Na 5.55149 11.80052 -8.02224 0.6 -1.0 -0.1
Na 0.76258 8.35281 -7.64168 0.9 -0.5 -0.1
C 3.34553 10.46996 -4.83333 1.0 -0.8 0.2
F 2.29767 10.19409 -5.65537 0.0 0.1 -0.2
F 3.96801 11.57317 -5.31263 -0.5 0.6 -0.3
F 2.84347 10.73547 -3.63924 -0.2 0.4 -0.1
S 4.63242 9.13360 -4.68914 0.0 -0.5 1.2
O 3.81824 8.04690 -4.18712 -0.1 -0.2 -0.7
O 5.20621 8.99671 -6.01070 -0.4 0.2 -0.3
O 5.50895 9.69690 -3.69043 0.0 0.3 -0.4
C 4.14690 5.78158 -13.84854 0.3 1.3 -0.5
F 4.94824 5.26720 -12.92040 -0.2 -0.5 0.1
F 4.10649 4.96803 -14.89592 0.0 -0.3 0.0
F 2.89978 5.88560 -13.35343 -0.2 -0.3 0.2
S 4.80200 7.45662 -14.34811 0.1 0.4 -0.4
O 4.14213 7.78390 -15.58578 -0.3 -0.2 0.0
O 4.37609 8.33156 -13.24281 -0.4 0.3 0.5
O 6.21267 7.23072 -14.40370 0.2 -0.1 0.1
C 8.91996 12.23775 -11.53325 -0.8 -0.7 0.5
F 9.08346 12.47778 -12.82154 0.1 0.3 -0.3
F 10.08914 11.91292 -10.99747 0.2 -0.1 0.1
F 8.49197 13.35895 -10.92383 -0.1 0.2 -0.1
S 7.67470 10.85358 -11.31216 0.5 -0.2 -0.5
O 7.38985 10.80173 -9.88958 -0.2 0.6 0.3
O 6.54030 11.33347 -12.11555 -0.7 0.2 0.3
O 8.34021 9.71372 -11.86856 0.0 0.1 0.2
C 5.02463 7.45186 -10.07676 -1.3 0.5 0.3
F 5.97284 8.06233 -10.71945 0.6 0.0 -0.2
F 4.30371 6.69772 -10.89039 -0.1 -0.1 0.1
F 5.48414 6.70422 -9.09136 0.4 -0.1 0.1
S 3.90604 8.77413 -9.35005 -0.4 1.3 0.7
O 3.11976 8.23370 -8.26486 -0.2 -0.4 -0.4
O 4.81015 9.83765 -8.96897 0.1 0.2 0.0
O 3.02847 9.25253 -10.44961 0.0 0.4 -0.9
C 4.14562 3.39301 -10.23542 1.3 0.5 0.2
O 2.75533 3.34992 -9.98471 -0.5 0.5 0.0
C 2.00490 2.26966 -10.06967 0.7 -1.1 0.2
O 0.81480 2.27337 -9.97119 -0.6 0.4 0.0
O 2.74321 1.15406 -10.20630 0.3 0.0 0.3
C 2.00227 -0.06950 -10.25245 0.0 -0.2 -1.3
H 4.44116 4.35936 -9.83546 0.0 0.1 -0.2
H 4.42383 3.37945 -11.28740 -0.5 -0.1 -0.1
H 4.76921 2.66500 -9.71661 -0.6 -0.4 0.1
H 1.23716 -0.14237 -9.48945 0.0 0.1 0.1
H 2.69594 -0.90630 -10.23442 0.3 0.3 0.5
H 1.57265 -0.12708 -11.25716 -0.5 0.0 0.3
C 3.78930 5.34265 -6.87162 1.0 -1.0 -0.6
O 2.63756 4.91487 -6.13620 0.5 0.4 0.3
C 1.44290 5.16717 -6.56336 -0.6 -1.2 -0.1
O 1.08328 5.92713 -7.43614 0.1 1.1 -0.3
O 0.60438 4.33879 -5.92551 -0.1 0.3 0.1
C -0.57352 3.96134 -6.62345 -1.0 0.2 -0.2
H 3.71888 6.24208 -7.46589 -0.6 0.2 0.4
H 4.04262 4.50088 -7.53035 -0.2 0.2 -0.1
H 4.62674 5.39581 -6.18858 -0.2 0.4 0.4
H -0.93661 4.69186 -7.34777 0.6 0.1 -0.2
H -1.42003 3.89496 -5.94002 0.4 -0.4 0.4
H -0.38340 3.01435 -7.12269 -0.1 0.0 0.0
C 0.58631 6.95877 -11.54981 0.3 -0.1 -0.5
O -0.61031 7.77721 -11.54325 -0.5 -1.1 -0.2
C -0.84503 8.64062 -10.60728 1.0 0.0 -1.2
O 0.04048 9.22055 -9.99167 0.1 0.6 1.1
O -2.11755 8.88641 -10.56551 -1.2 0.1 0.5
C -2.57314 10.01582 -9.80950 1.1 0.0 0.7
H 1.43306 7.53656 -11.91244 0.1 0.0 0.3
H 0.38837 6.18123 -12.28095 -0.1 0.1 0.0
H 0.75661 6.46952 -10.59299 0.0 0.3 0.2
H -2.04793 10.88826 -10.19912 -0.8 0.3 -0.3
H -2.25239 9.98750 -8.76239 0.0 -0.5 -0.1
H -3.65224 9.97810 -9.81977 -0.1 0.4 -0.4



No. 5
20
Properties=species:S:1:pos:R:3:forces:R:3 method="wB97M-V/def2-TZVPD" e_homo_ha=-0.32866 lumo_ha=0.0397 energy_ha=-324.4446 smiles=C[C@H](N)CNCN charge=0
C -1.44282 0.04018 0.21920 0.3 -0.2 0.0
C -0.17581 0.28891 -0.60471 -0.1 0.1 0.1
C 2.17662 1.02445 -0.55037 -1.0 -0.5 0.7
C -1.18216 -0.99854 1.31538 -0.1 0.3 -0.1
N 0.90081 0.84712 0.20533 -0.3 1.3 -0.5
N -2.51800 -0.31864 -0.69801 -0.1 0.0 -0.1
N 2.90946 -0.18113 -0.26217 -0.3 -0.6 2.4
H 0.59816 1.73575 0.59735 -0.1 0.0 -0.2
H -1.73384 0.98794 0.68863 0.1 0.0 0.0
H -3.38588 -0.45075 -0.19038 0.1 0.0 -0.1
H -2.30298 -1.19566 -1.16162 -0.1 0.0 0.0
H 2.57736 -0.94620 -0.84060 0.0 0.0 0.0
H 2.44643 -0.34238 0.72813 1.7 -0.4 -2.4
H -0.43737 0.92453 -1.46381 0.0 -0.1 0.1
H 0.18709 -0.66468 -1.00240 -0.1 -0.1 -0.1
H 2.03650 1.14430 -1.63472 0.0 0.2 0.3
H 2.70185 1.87043 -0.09760 -0.1 0.0 -0.3
H -0.92244 -1.96068 0.87190 0.0 -0.1 0.0
H -2.07133 -1.13330 1.93072 0.0 0.0 0.0
H -0.36162 -0.67167 1.94977 0.1 -0.1 0.1



Q: Which largest force on an atom values were calculated for the entries above? A: 3.59 2.94 0.31 1.89 2.95, in eV Å⁻¹.